{
  "formula": "C36H86N4O9",
  "method": "ωB97M-V with the def2-TZVPD basis set",
  "symbols": ["O", "H", "H", "O", "H", "H", "O", "H", "H", "O", "H", "H", "O", "H", "H", "C", "C", "C", "C", "C", "C", "N", "O", "C", "C", "C", "H", "H", "H", "H", "H", "H", "H", "H", "H", "H", "H", "H", "H", "H", "H", "H", "H", "H", "H", "C", "C", "C", "C", "C", "C", "N", "O", "C", "C", "C", "H", "H", "H", "H", "H", "H", "H", "H", "H", "H", "H", "H", "H", "H", "H", "H", "H", "H", "H", "C", "C", "C", "C", "C", "C", "N", "O", "C", "C", "C", "H", "H", "H", "H", "H", "H", "H", "H", "H", "H", "H", "H", "H", "H", "H", "H", "H", "H", "H", "C", "C", "C", "C", "C", "C", "N", "O", "C", "C", "C", "H", "H", "H", "H", "H", "H", "H", "H", "H", "H", "H", "H", "H", "H", "H", "H", "H", "H", "H"],
  "positions_angstrom": [[1.9406, 4.7173, 1.2613], [2.1190, 5.5339, 0.7858], [0.9941, 4.7700, 1.4980], [-0.9069, 4.6421, 1.3688], [-1.6092, 5.2398, 1.6484], [-1.3556, 3.9146, 0.9215], [0.1656, 1.7734, 1.2774], [-0.1080, 1.1300, 0.6160], [1.1265, 1.8828, 1.1304], [3.1451, 2.9679, 3.2833], [2.9138, 3.4161, 2.4541], [2.5029, 2.2548, 3.3588], [2.8367, 1.1557, 0.9103], [3.2336, 0.3418, 1.2410], [3.5953, 1.7120, 0.6559], [0.4699, -4.9170, 6.4530], [-0.5136, -4.4968, 5.3564], [-1.6177, -3.6798, 6.0775], [-2.5307, -2.9687, 5.0606], [-1.7594, -2.1108, 4.0260], [-0.5259, -2.8303, 3.4143], [0.1653, -3.5448, 4.4770], [1.3889, -4.0798, 4.0361], [-0.9462, -3.6181, 2.1648], [0.3601, -1.6517, 2.9455], [-1.0594, -5.6929, 4.5709], [1.0286, -4.0583, 6.8261], [1.2093, -5.6486, 6.1216], [-0.0495, -5.3917, 7.2878], [-2.3040, -4.2386, 6.7121], [-1.0827, -2.8989, 6.6210], [-3.1329, -2.2251, 5.5837], [-3.0720, -3.7429, 4.5152], [-1.5506, -1.1560, 4.5070], [-2.4897, -1.9411, 3.2323], [-1.7697, -4.3051, 2.3859], [-1.3718, -2.9392, 1.4207], [-0.2171, -4.2461, 1.6525], [1.2874, -1.9246, 2.4387], [-0.2438, -1.0686, 2.2483], [0.6133, -1.0133, 3.7925], [-0.9748, -6.5654, 5.2259], [-0.4652, -5.9352, 3.6932], [-2.0975, -5.5130, 4.3019], [2.0558, -3.4372, 4.2987], [0.8183, 1.0556, -5.7135], [0.5058, -0.2958, -5.0418], [0.9231, -0.2890, -3.5625], [-0.0893, 0.4298, -2.6567], [-1.4083, -0.2975, -2.8179], [-1.9628, -0.3138, -4.2298], [-0.9091, -0.6823, -5.1771], [-1.3214, -0.7328, -6.5381], [-3.0595, -1.3558, -4.3623], [-2.5163, 1.1369, -4.5655], [1.3742, -1.3527, -5.6922], [1.8978, 1.1918, -5.6002], [0.3264, 1.8360, -5.1273], [0.5714, 1.1513, -6.7664], [1.0882, -1.3044, -3.1917], [1.9236, 0.1128, -3.3785], [-0.1906, 1.5181, -2.6998], [0.0841, 0.3593, -1.5746], [-2.2105, 0.0661, -2.1636], [-1.3030, -1.3192, -2.4285], [-2.6191, -2.3378, -4.1863], [-3.9105, -1.2167, -3.6919], [-3.4917, -1.3055, -5.3631], [-2.0586, 1.8611, -3.8964], [-2.1436, 1.4403, -5.5455], [-3.5902, 0.9856, -4.6349], [1.3341, -1.4140, -6.7849], [1.0650, -2.3796, -5.4546], [2.4148, -1.2682, -5.3769], [-1.1984, -1.6750, -6.7001], [7.8465, 1.7385, -1.7404], [6.7677, 2.0720, -0.7048], [6.9199, 3.5351, -0.2394], [6.3368, 4.6153, -1.1268], [4.9556, 4.2665, -1.5696], [4.7279, 2.8200, -2.0831], [5.3663, 1.8524, -1.1781], [5.1330, 0.5302, -1.6610], [3.2154, 2.6963, -2.0276], [5.2072, 2.7531, -3.5493], [6.8497, 1.1143, 0.4945], [7.7816, 0.7168, -2.1354], [8.8272, 1.8339, -1.2794], [7.7115, 2.2704, -2.6834], [6.6863, 3.5441, 0.8305], [7.9979, 3.7076, -0.1141], [6.9330, 4.8962, -2.0036], [6.3767, 5.5515, -0.5602], [4.6431, 4.9609, -2.3545], [4.2925, 4.4624, -0.7177], [2.8782, 1.7816, -2.5187], [2.9084, 2.7875, -0.9907], [2.8227, 3.5045, -2.6458], [5.2123, 1.7053, -3.8555], [4.4666, 3.2985, -4.1368], [6.1726, 3.2073, -3.7664], [6.6078, 0.1058, 0.1626], [6.2148, 1.3718, 1.3462], [7.8441, 1.0616, 0.9513], [4.6202, 0.1512, -0.9388], [-5.2332, -2.7890, -0.1674], [-5.6214, -1.4874, 0.5596], [-5.2801, -1.7077, 2.0496], [-5.0123, -0.4378, 2.8597], [-4.0238, 0.4495, 2.1178], [-4.5342, 0.8169, 0.7147], [-4.7575, -0.4318, -0.0116], [-5.0775, -0.1732, -1.3656], [-5.7775, 1.7344, 0.7798], [-3.3649, 1.5880, 0.0730], [-7.1152, -1.1993, 0.3456], [-5.2869, -2.7181, -1.2641], [-6.0343, -3.5114, 0.0072], [-4.2113, -3.1429, -0.0384], [-6.1843, -2.1817, 2.4468], [-4.4933, -2.4478, 2.2056], [-4.7797, -0.7389, 3.8860], [-6.0052, -0.0138, 3.0520], [-3.0182, 0.0326, 2.0493], [-3.8926, 1.3627, 2.7064], [-6.4381, 1.3306, 0.0071], [-6.3369, 1.8010, 1.7132], [-5.6507, 2.7705, 0.4572], [-3.0491, 2.5163, 0.5505], [-2.4710, 0.9795, 0.2681], [-3.4611, 1.6909, -1.0068], [-7.2890, -0.8207, -0.6660], [-7.4702, -0.5037, 1.1010], [-7.7121, -2.1102, 0.2414], [-4.4840, -0.7872, -1.8115]],
  "forces_ev_per_angstrom": [[-0.18, 0.05, 0.03], [0.05, -0.06, 0.02], [0.19, -0.18, -0.19], [-0.33, 0.25, 0.00], [0.11, -0.03, 0.00], [0.33, -0.15, 0.12], [0.04, 0.23, -0.08], [0.12, -0.01, 0.02], [-0.46, -0.25, 0.04], [0.10, -0.03, -0.04], [-0.11, 0.13, 0.24], [0.02, 0.05, -0.07], [0.59, -0.09, -0.35], [-0.14, 0.10, 0.17], [-0.11, -0.14, 0.04], [0.41, -0.47, -0.08], [-0.18, 0.19, 0.20], [-0.19, 0.86, -1.40], [1.22, 0.28, -0.30], [-0.69, -1.45, 0.40], [0.29, 1.19, -0.36], [0.18, 1.14, 0.84], [0.11, -0.47, -0.65], [-1.03, -0.65, -0.13], [-0.01, -0.12, 0.00], [0.13, -0.48, 0.88], [-0.16, 0.10, 0.04], [-0.06, 0.07, -0.25], [-0.20, 0.15, -0.04], [0.55, -0.41, 0.30], [-0.12, -0.15, 0.41], [-0.70, -0.59, 0.02], [-0.62, 0.28, 0.20], [0.54, 0.01, -0.20], [0.25, 0.35, -0.18], [-0.01, 0.05, 0.16], [0.21, 0.16, 0.04], [0.50, 0.30, 0.34], [-0.09, -0.29, -0.04], [0.14, 0.15, 0.00], [-0.01, 0.00, 0.03], [-0.44, -0.09, -0.12], [0.04, 0.23, -0.08], [-0.01, -0.32, -0.18], [-0.10, 0.01, 0.13], [0.40, 0.13, 1.13], [-0.09, 0.21, -0.68], [-0.04, 0.75, 1.14], [-0.64, -0.42, 1.03], [-0.76, -0.53, 0.35], [0.09, 1.54, -1.02], [0.87, -1.26, 1.07], [0.19, 0.13, 0.64], [-0.21, -0.09, -0.26], [0.83, -1.49, -0.57], [0.14, -1.48, -0.78], [-0.01, 0.25, -0.14], [0.02, 0.20, -0.26], [-0.26, -0.31, 0.01], [-0.66, -0.22, -0.14], [-0.03, 0.42, -0.72], [0.15, 0.00, -1.01], [0.85, -0.47, -0.15], [0.15, 0.50, -0.14], [0.35, -0.13, -0.39], [-0.15, -0.09, -0.07], [0.19, 0.19, 0.21], [0.13, -0.19, -0.05], [-0.83, 0.17, 0.42], [-0.26, -0.22, -0.17], [-0.18, 1.06, 0.46], [0.09, 0.75, -0.01], [-0.12, 0.23, 0.63], [0.03, 0.19, -0.13], [-0.22, 0.09, -0.39], [-0.47, -0.95, -0.62], [-0.71, -0.58, -0.14], [1.46, -0.72, 0.55], [0.69, 0.47, 0.16], [-0.55, 0.19, 0.53], [0.79, 1.19, -0.27], [-0.59, 1.14, 0.48], [0.35, 0.30, 0.03], [0.27, -0.52, -0.79], [-0.53, -0.35, 0.14], [0.85, -0.17, 0.38], [-0.17, -0.19, 0.63], [0.11, 0.32, -0.28], [0.41, 0.73, 0.41], [-1.13, 0.52, -0.24], [0.08, -0.08, -0.49], [0.39, -0.73, 0.07], [-0.43, -0.03, 0.07], [-0.12, -0.16, -0.05], [-0.13, -0.26, -0.07], [-0.10, -0.15, 0.42], [-0.46, -0.08, -0.15], [-0.24, 0.14, 0.30], [0.06, 0.08, -0.22], [0.05, -0.13, -0.21], [0.08, -0.04, 0.29], [0.05, -0.03, 0.04], [-0.37, 0.26, -0.37], [0.16, 0.09, -0.36], [-0.10, -0.14, -0.21], [-0.84, 0.04, -1.32], [0.76, -0.34, -0.62], [-0.74, -0.10, 0.27], [-0.76, -1.03, -0.08], [-0.72, 0.44, 0.93], [0.41, 1.27, 0.76], [1.08, -0.10, 0.78], [-0.19, -0.05, 0.09], [-0.82, -0.07, -1.05], [0.99, -1.11, -0.18], [0.08, -0.28, -0.83], [-0.22, 0.54, 0.07], [0.56, -0.46, 0.52], [-0.14, -0.07, 0.80], [0.11, -0.12, 0.15], [0.26, 0.16, -0.38], [0.81, 0.11, -0.16], [0.22, 0.77, -0.51], [-0.15, -0.46, -0.03], [-0.02, 0.21, -0.25], [-0.32, 0.19, 0.24], [0.21, -0.43, 0.14], [0.63, -0.06, 0.11], [-0.90, 0.25, 0.07], [-0.05, -0.21, -0.45], [-0.16, 0.28, 0.08], [0.34, 0.65, 0.20], [-0.39, -0.11, -0.07], [0.06, -0.11, 0.99], [-0.01, 0.20, -0.23]],
  "lowdin_charge": [-0.063, 0.045, 0.014, -0.047, 0.056, 0.024, -0.068, 0.003, -0.004, -0.076, -0.016, 0.021, -0.057, 0.063, 0.038, -0.046, -0.512, -0.127, -0.174, -0.128, -0.492, -0.119, -0.013, -0.032, -0.041, -0.016, 0.086, 0.080, 0.085, 0.121, 0.120, 0.107, 0.095, 0.121, 0.083, 0.069, 0.076, 0.085, 0.077, 0.070, 0.087, 0.083, 0.083, 0.067, 0.106, -0.018, -0.509, -0.123, -0.167, -0.161, -0.502, -0.120, -0.006, -0.032, 0.009, -0.057, 0.081, 0.076, 0.081, 0.124, 0.098, 0.110, 0.099, 0.098, 0.127, 0.091, 0.066, 0.086, 0.068, 0.071, 0.077, 0.083, 0.088, 0.087, 0.103, -0.025, -0.489, -0.129, -0.185, -0.152, -0.507, -0.099, -0.020, -0.030, -0.022, -0.039, 0.085, 0.085, 0.067, 0.118, 0.120, 0.114, 0.116, 0.125, 0.113, 0.067, 0.066, 0.093, 0.084, 0.081, 0.070, 0.076, 0.081, 0.088, 0.085, -0.034, -0.490, -0.131, -0.174, -0.131, -0.490, -0.097, -0.029, -0.015, -0.030, -0.031, 0.076, 0.085, 0.081, 0.122, 0.100, 0.105, 0.104, 0.104, 0.129, 0.070, 0.077, 0.079, 0.074, 0.065, 0.078, 0.081, 0.079, 0.082, 0.063],
  "smiles": "CC1(C)CCCC(C)(C)N1O.CC1(C)CCCC(C)(C)N1O.CC1(C)CCCC(C)(C)N1O.CC1(C)CCCC(C)(C)N1O.O.O.O.O.O",
  "e_above_lowest_ev": 1.639,
  "e_tot_ha": -2319.2261
}